No. 1
{"formula": "C4H7N2", "method": "ωB97M-V/def2-TZVPD", "symbols": ["C", "C", "C", "C", "N", "N", "H", "H", "H", "H", "H", "H", "H"], "positions_angstrom": [[-0.002, -0.257, 2.688], [-0.139, -0.065, 1.305], [0.137, 0.047, 0.135], [0.079, 0.062, -1.432], [-0.180, -0.996, -2.190], [0.127, 1.282, -1.935], [-1.086, -0.069, 3.076], [0.742, 0.523, 2.985], [0.360, -1.317, 2.941], [0.028, -1.902, -1.784], [-0.526, -0.953, -3.142], [0.545, 2.060, -1.416], [-0.222, 1.452, -2.877]], "atomic_forces_ev_per_a": [[-1.534, -0.287, 2.132], [1.582, -0.456, -2.455], [-0.334, -0.780, -4.186], [-0.536, 1.004, 3.255], [0.336, -0.099, 1.260], [-0.032, 0.194, -0.466], [2.164, -0.313, 0.227], [-0.787, -0.693, 0.476], [-0.614, 1.650, -0.333], [-0.519, 0.098, -0.149], [0.405, 0.140, 0.134], [-0.682, -0.542, -0.139], [0.551, 0.085, 0.246]], "total_charge": 1, "smiles": "CC#CC(N)=[NH2+]", "e_above_lowest_ev": 2.642, "orbital_gap_ev": 10.2, "homo_ev": -14.53}


No. 2
{"formula": "C6H12O3", "method": "ωB97M-V/def2-TZVPD", "symbols": ["C", "C", "C", "O", "C", "C", "C", "O", "O", "H", "H", "H", "H", "H", "H", "H", "H", "H", "H", "H", "H"], "positions_angstrom": [[-2.306, 0.317, -0.304], [-1.366, -0.231, 0.758], [0.178, -0.218, 0.480], [0.898, -0.777, 1.552], [0.749, 1.118, -0.002], [2.206, 0.972, -0.436], [0.133, -1.244, -0.664], [0.102, -0.950, -1.841], [0.284, -2.503, -0.244], [-3.287, -0.160, -0.213], [-2.449, 1.387, -0.195], [-1.922, 0.128, -1.298], [-1.265, 0.513, 1.594], [-1.655, -1.195, 1.178], [0.820, -0.182, 2.305], [0.662, 1.842, 0.812], [0.153, 1.470, -0.843], [2.277, 0.327, -1.310], [2.622, 1.946, -0.687], [2.800, 0.535, 0.365], [0.367, -3.095, -1.008]], "atomic_forces_ev_per_a": [[-0.146, -0.201, 0.153], [1.097, 2.201, 2.131], [-1.186, -1.586, -1.945], [-0.163, 0.127, -0.009], [-0.078, -0.519, -0.019], [-0.105, 0.076, 0.111], [2.608, 0.412, -0.710], [-0.558, -0.159, 0.493], [-0.289, -0.380, 0.321], [0.130, 0.103, -0.057], [0.017, 0.106, -0.019], [-0.045, -0.073, -0.311], [-1.200, -0.635, -0.062], [0.143, 0.050, -0.142], [-0.044, 0.052, 0.085], [-0.085, 0.021, 0.044], [-0.073, 0.065, 0.066], [0.023, 0.038, -0.012], [0.070, 0.019, -0.043], [0.065, 0.011, 0.007], [-0.180, 0.272, -0.080]], "total_charge": 0, "smiles": "CCC(O)(CC)C(=O)O", "e_above_lowest_ev": 0.695, "orbital_gap_ev": 10.8, "homo_ev": -9.92}


No. 3
{"formula": "C38H30N6PdS2", "method": "ωB97M-V/def2-TZVPD", "symbols": ["Pd", "C", "N", "C", "C", "C", "C", "C", "C", "N", "C", "C", "C", "C", "C", "C", "N", "C", "C", "C", "C", "C", "N", "H", "H", "H", "H", "H", "H", "H", "H", "H", "H", "H", "H", "H", "H", "H", "H", "H", "H", "S", "C", "C", "C", "C", "C", "C", "N", "C", "C", "C", "C", "C", "C", "C", "C", "N", "C", "C", "C", "C", "C", "S", "C", "H", "H", "H", "H", "H", "H", "H", "H", "H", "H", "H", "H"], "positions_angstrom": [[-0.493, -0.030, -1.893], [-2.622, 2.383, -0.612], [-2.502, 0.987, -0.216], [-1.585, 0.725, 0.879], [-0.707, -1.599, 0.404], [-0.747, -2.237, 1.753], [0.018, -3.526, 1.690], [0.319, -4.109, 0.503], [-0.009, -3.476, -0.718], [-0.403, -2.203, -0.723], [-3.668, 0.152, -0.460], [-3.541, -0.807, -1.632], [-4.557, -1.729, -1.881], [-4.423, -2.620, -2.931], [-3.281, -2.570, -3.722], [-2.335, -1.602, -3.439], [-2.472, -0.752, -2.419], [-1.374, 2.941, -1.260], [-0.993, 4.260, -1.036], [0.057, 4.795, -1.765], [0.684, 4.012, -2.726], [0.275, 2.696, -2.863], [-0.709, 2.177, -2.130], [-2.910, 3.023, 0.233], [-3.411, 2.461, -1.369], [-2.825, 1.095, 2.570], [-1.054, 1.663, 1.090], [-1.768, -2.513, 2.064], [0.244, -4.015, 2.625], [0.824, -5.061, 0.465], [0.132, -3.966, -1.670], [-4.540, 0.788, -0.661], [-3.929, -0.442, 0.421], [-5.431, -1.750, -1.248], [-5.190, -3.352, -3.132], [-3.124, -3.265, -4.532], [-1.446, -1.491, -4.061], [-1.522, 4.864, -0.313], [0.378, 5.811, -1.596], [1.466, 4.416, -3.350], [0.724, 2.045, -3.609], [-0.586, -0.789, 5.899], [-1.514, -0.042, 7.077], [-2.476, 0.830, 6.560], [-2.475, 0.879, 5.190], [-1.505, 0.021, 4.590], [-1.297, -0.249, 3.266], [-2.230, 0.259, 2.206], [-0.553, -0.186, 0.345], [0.764, -0.050, 0.896], [0.923, -0.426, 2.222], [2.146, -0.169, 2.860], [3.227, 0.249, 2.123], [3.159, 0.320, 0.706], [4.293, 0.381, -0.116], [4.165, 0.297, -1.507], [2.835, 0.246, -2.026], [1.759, 0.219, -1.281], [1.884, 0.209, 0.077], [5.306, 0.211, -2.368], [5.385, 0.007, -3.738], [6.694, -0.121, -4.198], [7.645, -0.003, -3.179], [6.969, 0.266, -1.677], [-0.224, -1.204, 2.832], [-1.357, -0.256, 8.122], [-3.144, 1.391, 7.193], [-3.144, 1.506, 4.629], [-2.929, -0.561, 2.017], [2.244, -0.323, 3.925], [4.166, 0.458, 2.613], [5.266, 0.442, 0.349], [2.678, 0.212, -3.098], [4.547, -0.063, -4.409], [6.968, -0.316, -5.222], [8.714, -0.071, -3.304], [0.147, -1.759, 3.697]], "atomic_forces_ev_per_a": [[-0.062, 0.161, 0.361], [0.097, 0.037, 0.026], [-0.343, 0.112, 0.617], [-0.602, 0.397, -0.374], [-0.266, -1.051, -0.314], [-0.115, -0.047, 0.296], [0.182, -0.098, -0.226], [-0.090, -0.011, 0.493], [0.036, -0.134, -0.068], [-0.250, 0.771, 0.094], [0.044, 0.004, 0.034], [-0.245, -0.190, -0.011], [0.269, 0.153, -0.064], [0.077, 0.032, 0.047], [0.204, 0.223, 0.031], [-0.347, -0.479, -0.531], [0.559, 0.242, 0.253], [-0.028, 0.408, 0.197], [-0.032, -0.248, -0.144], [0.053, -0.099, -0.079], [-0.106, -0.140, 0.017], [0.226, 0.547, -0.226], [0.147, -0.762, 0.041], [0.000, 0.029, -0.164], [0.035, -0.041, 0.189], [-0.054, -0.079, -0.004], [-0.065, -0.180, -0.114], [-0.069, 0.109, -0.119], [0.094, -0.103, 0.094], [-0.014, -0.154, 0.078], [0.021, 0.028, -0.031], [0.104, -0.091, 0.147], [-0.068, 0.073, -0.111], [-0.119, 0.016, 0.066], [-0.083, -0.056, 0.005], [-0.037, 0.017, -0.125], [-0.154, -0.089, 0.113], [-0.073, 0.019, 0.036], [-0.005, 0.147, -0.013], [0.040, -0.016, -0.038], [0.016, 0.079, 0.129], [-0.284, 0.138, -0.147], [0.179, -0.125, -0.637], [-0.270, 0.250, -0.190], [0.014, -0.044, 0.420], [0.443, -0.249, 0.017], [-0.389, -0.123, 0.577], [0.064, 0.252, -0.176], [0.642, -0.037, -0.627], [0.440, 0.125, 0.481], [0.183, 0.417, -0.623], [0.268, 0.038, -0.111], [-0.019, -0.129, 0.082], [-0.553, -0.032, -0.044], [-0.139, 0.040, -0.348], [-0.118, 0.089, 0.550], [-0.200, -0.029, -0.001], [-0.263, 0.038, -0.448], [0.473, -0.003, 0.461], [0.853, 0.059, 0.693], [0.746, -0.122, -0.833], [-1.012, -0.055, -0.268], [-0.013, 0.104, 0.442], [-0.460, 0.013, 0.035], [0.174, -0.136, -0.071], [0.121, -0.050, 0.199], [-0.079, 0.064, 0.063], [-0.140, 0.097, -0.101], [0.029, -0.033, 0.029], [0.071, -0.064, 0.077], [0.123, -0.072, 0.059], [0.113, 0.012, 0.080], [0.019, 0.013, 0.016], [-0.197, -0.019, -0.015], [0.001, 0.029, -0.137], [0.202, 0.007, 0.030], [0.000, 0.003, -0.147]], "s_squared": 6.080, "total_charge": 4, "multiplicity": 5, "orbital_gap_ev": [5.6, 5.5], "homo_ev": [-17.51, -18.80]}